# 1
C24H48BaNO6 | ωB97M-V/def2-TZVPD

Atoms and positions in Å:
1 Ba 1.77258 19.45885 4.77557
2 C -1.54465 21.25492 7.88635
3 C -0.84479 20.10978 8.79151
4 C -1.75603 19.81378 9.99857
5 C -1.32861 18.63081 10.86466
6 C -1.09274 17.38742 10.00242
7 C -0.32383 17.55414 8.68906
8 N -0.70782 18.83141 7.98225
9 O -0.10080 19.01923 6.71821
10 C -0.61507 16.38876 7.78762
11 C 1.22357 17.54303 9.07240
12 C 0.45781 20.66370 9.33343
13 H -2.13136 22.00458 8.41726
14 H -2.35685 20.98257 7.21237
15 H -0.83111 21.77046 7.24356
16 H -2.80067 19.66843 9.72344
17 H -1.84550 20.72086 10.59632
18 H -2.10119 18.29443 11.55608
19 H -0.40819 18.93813 11.36113
20 H -2.03832 16.87928 9.81327
21 H -0.55200 16.73369 10.68678
22 H 0.02000 16.26874 6.90991
23 H -1.66082 16.54100 7.52053
24 H -0.51019 15.54122 8.46495
25 H 1.56184 18.21190 9.86378
26 H 1.87911 17.60080 8.20347
27 H 1.54886 16.60385 9.51986
28 H 1.08825 20.21066 10.09853
29 H 0.41619 21.71697 9.61090
30 H 1.09388 20.60685 8.45009
31 C -2.62850 20.79676 4.37731
32 C -1.49713 21.03752 3.41897
33 O -0.37288 20.71232 3.60338
34 C -1.82359 22.03636 2.36656
35 H -3.58603 20.51980 3.93624
36 H -2.78552 21.76080 4.86112
37 H -2.25725 20.05112 5.08037
38 H -2.16514 22.94993 2.85322
39 H -2.52214 21.73078 1.58761
40 H -0.83099 22.23309 1.96142
41 C -1.73545 17.10339 2.35518
42 C -0.72147 16.64872 3.40476
43 O 0.26874 17.34919 3.66697
44 C -0.99505 15.35960 4.12960
45 H -1.90696 18.15453 2.58714
46 H -2.60805 16.45382 2.28651
47 H -1.18704 17.05584 1.41439
48 H -1.92278 15.72698 4.56830
49 H -0.31103 15.25884 4.97225
50 H -1.15337 14.37373 3.69247
51 C 4.78890 17.75338 7.61648
52 C 4.80215 19.16404 7.20063
53 O 3.94681 19.54229 6.34936
54 C 5.73027 20.17714 7.95422
55 H 5.79479 17.45860 7.91549
56 H 4.53952 17.01084 6.85850
57 H 4.07820 17.78258 8.44241
58 H 6.34250 19.62029 8.66358
59 H 4.98519 20.88520 8.31700
60 H 6.38709 20.61520 7.20269
61 C 2.91906 14.98357 5.81315
62 C 3.36468 15.76996 4.61339
63 O 3.07837 17.01636 4.55452
64 C 4.16122 15.06654 3.53795
65 H 2.56377 14.01851 5.45186
66 H 2.22453 15.50278 6.47356
67 H 3.79065 14.68853 6.39742
68 H 4.04156 13.98315 3.54505
69 H 5.24098 15.20017 3.60397
70 H 3.87625 15.52361 2.59033
71 C 3.58345 23.28222 7.51331
72 C 3.12858 22.95409 6.09002
73 O 2.33643 22.02955 5.90345
74 C 3.71485 23.66792 4.91869
75 H 3.11995 24.26820 7.54681
76 H 4.66145 23.44004 7.54645
77 H 3.29826 22.50133 8.21828
78 H 4.79132 23.82922 4.86130
79 H 3.07321 24.51956 4.69263
80 H 3.52391 23.06510 4.03085

Properties
Max |F|   4.06 eV Å⁻¹
Orbital gap   5.3 eV
Highest occupied orbital energy   -7.62 eV
Net charge   +1
Lowest unoccupied orbital energy   -2.30 eV
Total energy   -40129.2656 eV

Atomic partial charges in e from the Mulliken method, atoms 1 to 5: 2.019, -1.811, 1.883, -1.521, -0.735

# 2
C24H48Br2FNO34S9 | ωB97M-V/def2-TZVPD

Atoms and positions in Å:
1 C 0.13390 1.43550 4.95551
2 C -1.08835 1.09721 4.05593
3 C -1.09221 1.87495 2.71680
4 C -1.52996 1.08334 1.48577
5 C -0.62864 -0.12094 1.20652
6 N -1.05206 -0.87506 0.00500
7 C -1.81089 -2.09804 0.23814
8 Br -0.77796 -3.50547 1.17556
9 C -3.18565 -1.84196 0.88392
10 C -3.23866 -1.81504 2.40226
11 Br -4.35550 -3.29204 0.29631
12 S 0.23095 -1.06527 -1.03071
13 O 1.41823 -1.53741 -0.41902
14 O 0.33846 0.14886 -1.76541
15 F -0.29905 -2.16112 -2.00451
16 H 0.95373 1.85725 4.37351
17 H 0.48657 0.51500 5.42896
18 H -0.18275 2.11001 5.74933
19 H -1.97761 1.40176 4.61301
20 H -1.10716 0.01368 3.92939
21 H -0.11043 2.33481 2.56642
22 H -1.79620 2.70457 2.83055
23 H -2.58197 0.78655 1.52835
24 H -1.44752 1.74513 0.61609
25 H -0.53052 -0.75977 2.08627
26 H 0.37070 0.28128 1.01531
27 H -2.00264 -2.53020 -0.73814
28 H -3.53414 -0.89730 0.46930
29 H -2.88385 -2.74236 2.84940
30 H -2.73737 -0.93911 2.81365
31 H -4.29073 -1.72323 2.68753
32 C -7.45203 1.31255 -1.47562
33 C -6.63058 2.58113 -1.46562
34 O -5.63586 2.34187 -0.45201
35 S -5.25754 0.79437 -0.42416
36 O -4.06873 0.58500 -1.17313
37 O -5.37490 0.33911 0.91762
38 O -6.49029 0.26057 -1.27706
39 H -8.16149 1.28571 -0.64489
40 H -7.97724 1.16640 -2.40852
41 H -7.21407 3.46234 -1.21882
42 H -6.12384 2.73711 -2.41882
43 C -12.15302 2.65252 -3.84313
44 C -11.59829 1.24742 -3.95173
45 O -10.48970 1.37876 -4.85404
46 S -9.80815 2.80967 -4.67085
47 O -8.68205 2.68316 -3.80848
48 O -9.69378 3.42393 -5.94041
49 O -10.98904 3.49354 -3.84144
50 H -12.76428 2.91273 -4.70870
51 H -12.72610 2.80875 -2.93356
52 H -12.31779 0.53601 -4.34582
53 H -11.22065 0.88944 -2.99167
54 C 2.62020 5.96803 3.94554
55 C 2.24879 5.68953 2.50414
56 O 0.95709 5.07496 2.58650
57 S 0.14715 5.68160 3.82813
58 O -0.72119 6.70566 3.36555
59 O -0.33257 4.59897 4.60576
60 O 1.38896 6.37239 4.55763
61 H 2.97625 5.06981 4.45346
62 H 3.36076 6.75630 4.04554
63 H 2.94841 5.02294 2.00770
64 H 2.15343 6.61311 1.92890
65 C 0.13707 -5.29997 -2.95218
66 C 1.26531 -5.86977 -3.78211
67 O 1.20410 -7.27695 -3.53253
68 S -0.30294 -7.72491 -3.30515
69 O -0.83798 -8.24860 -4.51329
70 O -0.37844 -8.46181 -2.09330
71 O -0.91981 -6.26650 -3.07515
72 H 0.41520 -5.22302 -1.89947
73 H -0.19838 -4.33149 -3.31112
74 H 2.23808 -5.47937 -3.49565
75 H 1.10324 -5.70013 -4.84927
76 C 6.00535 -0.12685 -3.00141
77 C 6.52902 -1.50253 -2.65106
78 O 5.57425 -2.00824 -1.70240
79 S 4.11520 -1.44617 -2.04958
80 O 3.41017 -2.42157 -2.80876
81 O 3.55061 -0.88109 -0.88425
82 O 4.58220 -0.28583 -3.05163
83 H 6.24238 0.60322 -2.22365
84 H 6.37584 0.22659 -3.95766
85 H 7.52015 -1.47599 -2.20649
86 H 6.53754 -2.16152 -3.51689
87 C 2.13463 7.01595 10.12979
88 C 1.04330 7.77805 9.40703
89 O 1.43428 7.72594 8.02899
90 S 2.17868 6.34353 7.72830
91 O 1.25499 5.41755 7.18659
92 O 3.41470 6.63335 7.09031
93 O 2.45054 5.92922 9.25134
94 H 3.03039 7.62628 10.26065
95 H 1.81243 6.63262 11.09403
96 H 0.96251 8.81100 9.73310
97 H 0.07390 7.28613 9.50855
98 C 2.99361 -9.52144 1.29699
99 C 4.15798 -8.57696 1.08165
100 O 4.36172 -8.58980 -0.33529
101 S 2.95252 -8.78176 -1.08227
102 O 2.45499 -7.51853 -1.48416
103 O 3.08479 -9.85192 -2.00241
104 O 2.11980 -9.26948 0.19297
105 H 3.31203 -10.56522 1.25494
106 H 2.47124 -9.33845 2.23220
107 H 5.06197 -8.89802 1.59171
108 H 3.90927 -7.55780 1.38588
109 C 8.72339 1.67241 -6.87915
110 C 8.22964 0.70363 -7.93364
111 O 8.75538 -0.56550 -7.51652
112 S 8.81832 -0.62985 -5.92537
113 O 7.66278 -1.29679 -5.43337
114 O 10.12083 -1.02890 -5.53812
115 O 8.62992 0.93553 -5.65019
116 H 9.76817 1.94395 -7.03874
117 H 8.11877 2.57305 -6.81994
118 H 8.58594 0.94522 -8.93057
119 H 7.13992 0.63854 -7.94125

Properties
Max |F|   2.24 eV Å⁻¹
Orbital gap   9.7 eV
Highest occupied orbital energy   -9.52 eV
Net charge   0
Lowest unoccupied orbital energy   0.21 eV
Total energy   -337082.9145 eV

Atomic partial charges in e from the Mulliken method, atoms 1 to 5: -1.289, -0.251, -0.633, 0.011, -1.217

- What is the max |F| in the first record?
  4.06 eV Å⁻¹